1.
C3H9NSi in the gas phase in a non-equilibrium geometry, computed with ωB97M-V/def2-TZVPD.

Calculated values
- M (g mol⁻¹) = 87.20
- highest occupied orbital energy (eV) = -9.7
- gap between HOMO and LUMO (eV) = 10.429
- energy above the lowest of the compared OMol25 structures with the same formula, charge and spin (kcal/mol) = 21.3
- lowest unoccupied orbital energy (eV) = 0.757
- strongest force on any atom (hartree/bohr) = 0.0845

Geometry as XYZ:
```
14
C3H9NSi (ωB97M-V/def2-TZVPD)
C 1.88 0.03 -0.66
C 1.36 -0.12 0.80
C -0.07 -0.35 0.63
N -0.84 0.66 0.31
Si -2.43 0.35 -0.13
H 1.03 -0.10 -1.38
H 2.59 -0.68 -0.95
H 2.42 0.97 -0.91
H 1.45 0.81 1.24
H 1.88 -0.98 1.27
H -0.61 -1.37 0.75
H -2.81 -1.02 0.35
H -2.62 0.25 -1.61
H -3.23 1.55 0.31
```

From a Löwdin analysis of the wavefunction, the atomic charges in e read:
1. C -0.094
2. C -0.219
3. C -0.290
4. N -0.164
5. Si 0.492
6. H 0.084
7. H 0.034
8. H 0.085
9. H 0.085
10. H 0.119
11. H 0.111
12. H -0.071
13. H -0.090
14. H -0.081

---

2.
A molecular structure, C47H56FN4O5P2SW in a non-equilibrium geometry, computed with ωB97M-V/def2-TZVPD.

Calculated values
- multiplicity = 3
- M (g mol⁻¹) = 1053.84
- highest occupied orbital energy (spin up / spin down) (eV) = -13.5 / -13.5
- gap between HOMO and LUMO (spin up / spin down) (eV) = 5.477 / 5.670
- charge = +3
- energy above the lowest of the compared OMol25 structures with the same formula, charge and spin (kcal/mol) = 0.0
- lowest unoccupied orbital energy (spin up / spin down) (eV) = -7.977 / -7.784
- strongest force on any atom (hartree/bohr) = 0.0567

Geometry as XYZ:
```
117
C47H56FN4O5P2SW (ωB97M-V/def2-TZVPD)
W -0.78 1.49 2.07
C -3.78 3.65 -4.89
C -2.57 4.34 -4.34
N -1.90 3.64 -3.21
C -2.41 3.79 -1.94
C -1.91 3.21 -0.80
C -2.55 3.53 0.58
O -3.59 4.17 0.71
O -1.80 3.28 1.67
C -0.87 2.24 -0.95
O -0.16 1.82 0.05
C -0.42 1.96 -2.27
C 0.71 1.19 -2.54
C 1.06 0.82 -3.82
F 2.10 -0.04 -3.98
C 0.31 1.17 -4.95
C -0.75 2.05 -4.68
C -1.06 2.56 -3.40
N 0.42 0.64 -6.20
C -0.79 -0.02 -6.70
C -0.86 0.22 -8.21
N 0.42 -0.38 -8.73
C 1.65 0.36 -8.21
C 1.72 0.21 -6.69
H -4.26 4.29 -5.65
H -4.52 3.56 -4.09
H -3.64 2.65 -5.33
H -2.76 5.35 -3.94
H -1.85 4.48 -5.14
H -3.35 4.36 -1.91
H 1.37 0.88 -1.73
H -1.31 2.41 -5.54
H -1.64 0.44 -6.21
H -0.81 -1.08 -6.41
H -0.88 1.28 -8.50
H -1.68 -0.31 -8.67
H 0.43 -0.40 -9.77
H 0.48 -1.38 -8.43
H 1.51 1.41 -8.50
H 2.55 -0.02 -8.70
H 2.45 0.94 -6.36
H 1.99 -0.77 -6.34
C 4.25 -5.72 1.66
S 3.58 -5.62 3.34
C 1.90 -5.10 3.06
C 1.79 -3.59 2.73
C 0.33 -3.11 2.66
N 0.11 -1.63 2.50
P -1.16 -0.99 1.45
C -0.70 -1.71 -0.17
C -1.66 -2.27 -1.01
C -1.18 -2.88 -2.20
C 0.14 -2.75 -2.60
C 1.07 -2.08 -1.79
C 0.66 -1.62 -0.54
C -2.88 -1.53 1.75
C -3.20 -2.57 2.64
C -4.54 -2.87 2.83
C -5.54 -2.16 2.20
C -5.20 -1.17 1.27
C -3.86 -0.84 1.07
P 1.04 -0.23 2.95
C 2.71 -0.05 2.24
C 2.98 0.97 1.30
C 4.26 1.16 0.81
C 5.34 0.43 1.31
C 5.08 -0.57 2.25
C 3.77 -0.83 2.70
C 1.25 -0.35 4.74
C 0.37 -1.13 5.49
C 0.59 -1.39 6.86
C 1.76 -0.85 7.47
C 2.69 -0.14 6.69
C 2.43 0.17 5.34
H 5.25 -6.17 1.84
H 4.46 -4.72 1.26
H 3.61 -6.32 1.01
H 1.36 -5.31 3.99
H 1.42 -5.69 2.27
H 2.32 -3.32 1.79
H 2.24 -3.02 3.52
H -0.19 -3.37 3.60
H -0.18 -3.58 1.80
H -2.70 -2.36 -0.69
H -1.83 -3.52 -2.80
H 0.46 -3.18 -3.54
H 2.09 -1.85 -2.09
H 1.37 -1.13 0.14
H -2.40 -3.14 3.16
H -4.80 -3.69 3.52
H -6.61 -2.41 2.39
H -5.96 -0.63 0.70
H -3.61 -0.06 0.35
H 2.21 1.65 0.95
H 4.40 1.95 0.09
H 6.34 0.59 0.93
H 5.93 -1.12 2.67
H 3.57 -1.58 3.48
H -0.54 -1.45 4.97
H -0.19 -1.93 7.41
H 1.93 -0.96 8.52
H 3.60 0.21 7.15
H 3.13 0.80 4.76
C -3.14 1.28 4.01
O -1.68 1.12 3.77
H -3.58 0.28 3.99
H -3.60 2.01 3.32
H -3.14 1.71 4.99
C 0.12 4.92 4.68
C 0.91 3.62 4.37
O 0.56 3.11 3.01
H 0.48 5.38 5.61
H -0.96 4.72 4.83
H 0.23 5.67 3.91
H 0.69 2.81 5.05
H 1.96 3.84 4.36
H 0.03 3.82 2.60
```

Löwdin population analysis, charges in e, atoms 1 to 99:
1. W 1.517
2. C -0.062
3. C -0.173
4. N 0.006
5. C 0.077
6. C -0.007
7. C -0.484
8. O 0.112
9. O -0.223
10. C -0.252
11. O -0.216
12. C -0.050
13. C 0.089
14. C -0.164
15. F 0.065
16. C -0.165
17. C 0.069
18. C -0.102
19. N -0.093
20. C -0.101
21. C -0.069
22. N 0.054
23. C -0.063
24. C -0.113
25. H 0.105
26. H 0.085
27. H 0.078
28. H 0.142
29. H 0.123
30. H 0.170
31. H 0.135
32. H 0.116
33. H 0.122
34. H 0.143
35. H 0.151
36. H 0.139
37. H 0.206
38. H 0.196
39. H 0.151
40. H 0.145
41. H 0.147
42. H 0.131
43. C -0.399
44. S 0.824
45. C -0.526
46. C -0.255
47. C -0.226
48. N -0.407
49. P 0.956
50. C -0.330
51. C -0.052
52. C -0.052
53. C -0.066
54. C -0.069
55. C -0.091
56. C -0.396
57. C -0.058
58. C -0.067
59. C -0.046
60. C -0.043
61. C -0.147
62. P 0.950
63. C -0.361
64. C -0.109
65. C -0.068
66. C -0.041
67. C -0.032
68. C -0.086
69. C -0.352
70. C -0.097
71. C -0.029
72. C -0.033
73. C -0.049
74. C -0.084
75. H 0.041
76. H 0.022
77. H 0.042
78. H 0.079
79. H 0.086
80. H 0.118
81. H 0.065
82. H 0.109
83. H 0.118
84. H 0.107
85. H 0.113
86. H 0.105
87. H 0.109
88. H 0.082
89. H 0.110
90. H 0.128
91. H 0.135
92. H 0.121
93. H 0.111
94. H 0.078
95. H 0.109
96. H 0.120
97. H 0.121
98. H 0.103
99. H 0.094

---

Q: What is the M in the first record?
A: 87.20 g mol⁻¹